ORCA calculation (ωB97M-V/def2-TZVPD) on 11 unconnected molecules or ions with the total composition C25H60N7O19.

Computed properties:
**Total charge**: +3
**E**: -76192.5357 eV
**Orbital gap**: 2.503 eV
**ΔE to the lowest compared entry with this formula, charge and spin**: 13.3765 eV

CARTESIAN COORDINATES (ANGSTROEM)
C: 6.02186 7.48078 -2.54606
C: 4.51659 7.38252 -2.61669
O: 3.79998 8.33776 -2.43036
N: 3.84974 5.99172 -2.90850
H: 3.67437 5.96065 -3.90267
H: 4.50408 5.24131 -2.73871
C: 2.58654 5.85231 -1.97650
H: 6.29010 7.31549 -3.58953
H: 6.43995 6.64929 -1.97868
H: 6.46283 8.45815 -2.35008
H: 2.80899 5.75793 -0.91362
H: 2.10786 4.88779 -2.14581
H: 1.92192 6.68918 -2.19099
C: 3.65854 -4.42421 -5.72633
C: 3.82187 -4.98044 -4.33423
O: 3.25825 -6.00125 -3.95858
N: 4.86342 -4.21122 -3.47066
H: 5.49127 -4.88733 -3.05981
H: 5.51167 -3.70369 -4.05570
C: 3.98470 -3.29622 -2.54816
H: 2.71597 -4.77152 -6.14947
H: 4.30312 -4.93159 -6.44409
H: 3.66663 -3.33507 -5.68369
H: 3.67791 -2.47994 -3.20213
H: 4.70397 -2.93799 -1.81167
H: 3.15916 -3.81532 -2.06122
C: -0.61255 -6.79960 2.78599
C: 0.19027 -7.76485 3.70237
O: 1.17369 -8.43970 3.32979
N: -0.47829 -7.90863 5.04085
H: -0.48359 -7.06417 5.59489
H: -1.43734 -8.13265 4.81690
C: 0.14469 -9.11793 5.82390
H: -0.93456 -7.14839 1.80478
H: -0.01757 -5.89035 2.70022
H: -1.44353 -6.47013 3.40971
H: -0.01914 -10.07830 5.33508
H: -0.52236 -9.01687 6.68001
H: 1.18326 -8.85244 6.02136
C: 3.48493 2.32448 6.67519
C: 2.20639 3.09666 6.45491
O: 1.74100 3.83714 7.26706
N: 1.67244 3.15580 5.03533
H: 2.46420 3.08246 4.41257
H: 1.15830 2.28767 4.98974
C: 0.92882 4.45896 4.67867
H: 4.44693 2.77718 6.43498
H: 3.55073 1.40167 6.09882
H: 3.72084 2.06284 7.70669
H: -0.15071 4.39928 4.81707
H: 0.95225 4.56153 3.59376
H: 1.37985 5.38914 5.02426
C: -6.34666 -0.38476 6.87331
C: -5.18821 0.09019 6.14918
O: -4.76737 1.26998 6.13116
N: -4.47603 -0.89710 5.29568
H: -3.56326 -1.01595 5.71141
H: -5.04444 -1.73010 5.35165
C: -4.58828 -0.57613 3.84535
H: -6.58519 0.39375 7.59797
H: -6.14302 -1.25333 7.49958
H: -7.12403 -0.52121 6.12153
H: -4.09343 -1.31167 3.21115
H: -3.96545 0.31085 3.72930
H: -5.64698 -0.38005 3.67566
C: -2.81163 2.79500 -9.25205
C: -1.65522 3.19708 -8.44012
O: -0.83374 2.42937 -7.91925
N: -1.74236 4.57522 -7.78335
H: -0.80159 4.91758 -7.64971
H: -2.28433 5.23314 -8.32511
C: -2.25972 4.50226 -6.28176
H: -2.47214 2.20213 -10.10137
H: -3.35606 3.66093 -9.62870
H: -3.52394 2.16921 -8.71436
H: -1.65977 3.72664 -5.80575
H: -3.31866 4.25338 -6.35122
H: -1.98159 5.45218 -5.82526
C: -2.69981 -3.49252 -4.54819
C: -4.08249 -3.52954 -3.93319
O: -4.91796 -4.41658 -3.94692
N: -4.55867 -2.31115 -3.07722
H: -3.66285 -2.09960 -2.66148
H: -4.76811 -1.49811 -3.63865
C: -5.54804 -2.69683 -1.96339
H: -1.99096 -3.44048 -3.72181
H: -2.55493 -2.59294 -5.14642
H: -2.56819 -4.30751 -5.25993
H: -5.24885 -3.63240 -1.49086
H: -6.55436 -2.61683 -2.37452
H: -5.48027 -1.82263 -1.31587
O: 2.43758 -2.84377 5.37320
C: 2.08727 -2.03075 4.41683
O: 2.96511 -1.55193 3.62249
O: 0.99420 -1.47285 4.60888
H: 1.59118 -2.81929 5.82553
O: 6.15245 2.00785 1.87119
C: 6.15758 3.31631 2.08038
O: 7.15825 3.92710 1.58048
O: 5.25868 3.93792 2.58296
H: 5.34160 1.54369 2.09182
O: 0.29808 0.41138 0.12412
C: -0.39021 -0.21366 -0.79399
O: -0.64322 -1.40660 -0.71241
O: -0.89847 0.43981 -1.76218
H: 0.79798 -0.25674 0.59880
O: -3.12144 4.31748 -0.78918
C: -4.38216 4.15528 -0.48037
O: -5.19705 5.07121 -0.18027
O: -4.71521 2.99199 -0.34860
H: -3.12408 3.44396 -1.18739